# C20H29N5O3S

One molecule with the formula C20H29N5O3S in a non-equilibrium geometry (wB97M-V/def2-TZVPD, the OMol25 dataset).

Structure (XYZ):
```
58
Properties=species:S:1:pos:R:3
C -1.43441 -0.95212 3.79035
H -0.53689 -0.98307 3.17972
H -2.29074 -0.99027 3.12350
H -1.45041 -1.83640 4.42302
C -1.46966 0.29904 4.67202
N -1.55886 1.54891 3.94233
C -0.47033 2.05745 3.27853
C -0.52945 3.24183 2.52025
C 0.56160 3.70087 1.80638
C 1.76013 3.01132 1.81143
C 1.85267 1.86482 2.58211
C 0.77032 1.39664 3.29918
H 0.90805 0.50705 3.88958
H 2.78454 1.31890 2.62671
H 2.60464 3.36651 1.24212
H 0.46554 4.61334 1.23531
H -1.42583 3.84267 2.49445
C -2.84512 2.20767 3.99553
H -2.74051 3.26219 3.74276
H -3.19657 2.16784 5.03440
C -3.92745 1.56886 3.10820
C -3.80067 1.88237 1.61242
N -2.53748 1.47820 1.04414
C -2.29720 0.22650 0.59800
O -3.14814 -0.63481 0.53684
C -0.84012 0.02297 0.18118
C -0.57310 -1.43509 -0.18770
C 0.89384 -1.61017 -0.57408
N 1.31229 -0.69490 -1.61733
S 0.91972 -1.20434 -3.16243
O 1.22653 -0.12375 -4.05893
O -0.36330 -1.83305 -3.24986
C 2.19202 -2.40916 -3.42184
C 2.39584 -3.73972 -3.16045
N 3.62785 -4.10597 -3.58586
C 4.16932 -3.03402 -4.10006
N 3.34032 -1.97256 -4.02083
H 3.45254 -1.03006 -4.36108
H 5.14922 -2.99528 -4.53131
H 1.72961 -4.44549 -2.70843
C 1.01523 0.69504 -1.33834
C -0.46184 0.90934 -1.00990
H -0.63201 1.96452 -0.79009
H -1.06285 0.62998 -1.87774
H 1.63876 1.01035 -0.49444
H 1.30025 1.25792 -2.22760
H 1.54036 -1.43087 0.29266
H 1.07678 -2.61952 -0.94539
H -1.20548 -1.71477 -1.03074
H -0.81727 -2.08795 0.65115
H -0.20845 0.30589 1.03386
H -1.75099 2.09570 1.19088
H -4.58505 1.34137 1.07708
H -3.92585 2.95488 1.44006
H -3.91284 0.48775 3.24072
H -4.90037 1.93307 3.44295
H -0.58642 0.31554 5.32146
H -2.34449 0.23823 5.32327
```

**SMILES**: CCN(CCCNC(=O)C1CCN(S(=O)(=O)c2cnc[nH]2)CC1)c1ccccc1
**Max |F|**: 1.08 eV Å⁻¹
**Gap between HOMO and LUMO**: 8.566 eV
**Total charge**: 0
**Relative energy (zero: lowest compared OMol25 entry of this formula, charge and spin)**: 138.1 kJ/mol

# C20H29N5O3S

One molecule with the formula C20H29N5O3S (wB97M-V/def2-TZVPD, the OMol25 dataset).

Structure (XYZ):
```
58
Properties=species:S:1:pos:R:3
C -5.16008 -0.84445 -2.31424
C -4.38646 -1.74054 -1.41051
C -3.77761 -2.93367 -1.69454
C -3.20858 -3.41317 -0.49771
C -3.48568 -2.50137 0.48539
N -4.20918 -1.48241 -0.07557
C -4.63984 -0.29440 0.60476
H -5.61422 0.01149 0.21204
H -4.74574 -0.51840 1.66745
C -3.65313 0.87962 0.44345
N -2.38051 0.56845 1.07427
C -1.84318 1.59668 1.93978
C -1.20590 2.75968 1.16866
N -0.14344 2.23425 0.32660
C 0.62184 3.26433 -0.34970
C 2.00329 2.75622 -0.76347
O 2.62912 3.24057 -1.67692
N 2.41724 1.74164 0.04347
C 3.60059 1.01554 0.01853
C 3.72770 -0.05393 0.90978
C 4.88614 -0.80426 0.93225
C 5.91553 -0.48497 0.06866
C 5.80785 0.56946 -0.81584
C 4.65114 1.32568 -0.84671
H 4.54796 2.15251 -1.52955
H 6.64097 0.79426 -1.46178
S 7.38842 -1.47861 0.07363
O 7.50102 -2.16920 1.32590
O 8.49743 -0.70783 -0.40843
N 6.99682 -2.62160 -1.10529
H 7.00535 -3.55675 -0.73190
H 7.59576 -2.54372 -1.91111
H 5.01652 -1.62755 1.61576
H 2.91399 -0.28744 1.58112
H 1.71341 1.45600 0.72071
H 0.78844 4.09634 0.34213
H 0.11892 3.66950 -1.24148
C -0.69154 1.26509 -0.61338
C -1.34821 0.11556 0.15993
H -1.77241 -0.60781 -0.53556
H -0.58319 -0.39201 0.75534
H 0.11777 0.87492 -1.23402
H -1.42989 1.74221 -1.28179
H -0.77508 3.47420 1.87392
H -1.97675 3.28031 0.57379
H -2.63355 1.96850 2.59419
H -1.07271 1.12981 2.56175
H -3.53644 1.10302 -0.62357
H -4.09966 1.75519 0.92135
C -3.12828 -2.53273 1.93003
H -2.63598 -1.60827 2.22726
H -4.01576 -2.66888 2.55105
H -2.45720 -3.36742 2.11240
H -2.66177 -4.32744 -0.37530
H -3.74584 -3.41357 -2.65310
H -5.20029 -1.28925 -3.30476
H -4.70235 0.14176 -2.40133
H -6.18280 -0.71116 -1.95777
```

**SMILES**: Cc1ccc(C)n1CCN1CCN(CC(=O)Nc2ccc(S(N)(=O)=O)cc2)CC1
**Max |F|**: 0.77 eV Å⁻¹
**Gap between HOMO and LUMO**: 8.244 eV
**Total charge**: 0
**Relative energy (zero: lowest compared OMol25 entry of this formula, charge and spin)**: 155.5 kJ/mol

# C20H29OSi

A 2-piece molecular cluster, C20H29OSi overall in a non-equilibrium geometry (wB97M-V/def2-TZVPD, the OMol25 dataset).

Structure (XYZ):
```
51
Properties=species:S:1:pos:R:3
C -2.01194 2.55498 -1.83844
C -3.20410 1.69428 -1.49653
Si -3.11231 0.93179 0.22740
C -2.93998 2.25300 1.56441
C -2.78967 1.68924 2.95696
C -4.58028 -0.20659 0.55862
C -4.71652 -1.32699 -0.44458
H -1.90967 0.10589 0.27644
H -2.08179 2.98140 -2.84279
H -1.91122 3.38646 -1.13743
H -1.08409 1.98037 -1.78948
H -4.13568 2.26607 -1.51952
H -3.32303 0.87302 -2.20838
H -2.08687 2.88033 1.29233
H -3.83086 2.88052 1.47651
H -2.68639 2.47215 3.71315
H -3.65450 1.08180 3.23265
H -1.90982 1.04577 3.02933
H -4.46787 -0.59112 1.57593
H -5.46099 0.44109 0.56358
H -5.56872 -1.97674 -0.22776
H -4.85242 -0.93785 -1.45602
H -3.82204 -1.95404 -0.46026
C 6.07656 1.67674 2.66268
O 4.72203 1.63657 3.04186
C 3.93530 0.87029 2.20119
C 2.57230 0.72946 2.51953
C 1.72971 0.01668 1.71693
C 2.18397 -0.62152 0.53045
C 1.23506 -1.29121 -0.27313
C 1.30840 -1.99760 -1.50941
C 0.12130 -2.60601 -1.97546
C 0.08070 -3.31007 -3.15505
C 1.22002 -3.44836 -3.92094
C 2.40189 -2.86958 -3.49715
C 2.45036 -2.15031 -2.32558
C 3.57044 -0.52766 0.25697
C 4.40443 0.20908 1.04819
H 6.64169 2.24721 3.40301
H 6.47380 0.66051 2.62290
H 6.17082 2.16317 1.68925
H 2.21855 1.20307 3.41914
H 0.69161 -0.06773 1.99144
H 0.23675 -1.25277 0.13144
H -0.77506 -2.52418 -1.38582
H -0.83920 -3.76461 -3.48722
H 1.18818 -4.00459 -4.84401
H 3.29391 -2.99876 -4.08657
H 3.37958 -1.69481 -2.05828
H 4.00220 -1.08504 -0.55130
H 5.44543 0.27720 0.78882
```

**Max |F|**: 3.00 eV Å⁻¹
**Gap between HOMO and LUMO**: 6.493 eV
**Total charge**: +1
**Relative energy (zero: lowest compared OMol25 entry of this formula, charge and spin)**: 0.0 kJ/mol

# C20H30B2F8K2O15

C20H30B2F8K2O15 as an isolated structure in a non-equilibrium geometry (wB97M-V/def2-TZVPD, the OMol25 dataset).

Structure (XYZ):
```
77
Properties=species:S:1:pos:R:3
K -1.83380 -0.56869 -4.46758
K 1.16716 -3.26078 -3.69284
B 0.08994 -0.69011 -1.67848
F 0.51558 -0.92840 -0.43058
F -1.02731 0.15619 -1.60759
F 1.03701 -0.05487 -2.45533
F -0.31471 -1.83678 -2.32025
B -1.02864 -5.37262 -2.70184
F -0.96230 -6.70047 -2.31955
F -2.27982 -4.99360 -2.38020
F -0.08107 -4.66166 -2.03993
F -0.84324 -5.10709 -4.10275
C -1.97928 0.54741 2.08740
C -1.57455 1.42759 3.38489
C -0.98183 0.68658 4.59096
O 0.12185 1.52455 4.93802
C 0.28605 2.47614 3.98883
O 1.01094 3.48585 4.02994
O -0.57499 2.32453 3.04423
H -1.03329 0.24131 1.64075
H -2.62302 1.14987 1.44651
H -2.58178 -0.34846 2.23742
H -2.40785 2.09311 3.61024
H -0.86452 -0.36732 4.33868
H -1.63769 0.68894 5.46156
C 1.19584 -1.77138 2.40959
C 2.61680 -2.38905 2.38680
C 3.50038 -1.87915 1.28596
O 4.66427 -1.50141 1.93372
C 4.39705 -1.40510 3.25129
O 5.17414 -0.95080 4.06220
O 3.28096 -2.03264 3.55053
H 1.26043 -0.68437 2.36140
H 0.68325 -1.82020 3.37031
H 0.59400 -2.15823 1.58726
H 2.65424 -3.47127 2.26234
H 3.13477 -0.95353 0.84137
H 3.61194 -2.52221 0.41296
C -2.38594 3.19585 -1.60722
C -0.94529 3.53545 -1.66466
C -0.12670 2.95249 -2.76304
O 0.72736 3.96503 -3.16507
C 0.32381 5.13975 -2.77150
O 0.69839 6.29246 -3.02721
O -0.78687 4.93649 -1.97075
H -3.05869 3.97525 -1.96505
H -2.73843 2.95931 -0.60328
H -2.69577 2.30145 -2.14774
H -0.35296 3.33165 -0.77263
H -0.79184 2.41668 -3.44023
H 0.49427 2.19912 -2.27836
C -3.92777 -3.74731 0.91116
C -4.47571 -2.70626 -0.18475
C -3.45396 -1.65820 -0.54937
O -3.31806 -1.88784 -1.89964
C -4.18604 -2.76824 -2.38593
O -4.41145 -3.00573 -3.57192
O -4.73113 -3.38280 -1.35755
H -3.44879 -4.62901 0.48538
H -4.84050 -4.13956 1.35966
H -3.33209 -3.28072 1.69574
H -5.41970 -2.32568 0.20533
H -2.62145 -1.49384 0.13474
H -4.06655 -0.75953 -0.47692
C 2.78212 2.22005 0.54662
C 3.42770 1.74835 -0.81013
C 3.33411 2.79666 -1.89643
O 4.63239 3.14888 -2.27281
C 5.47137 2.43627 -1.52274
O 6.64384 2.69556 -1.47018
O 4.84599 1.58109 -0.71584
H 2.92125 1.50732 1.35950
H 1.69934 2.11619 0.61650
H 3.15179 3.19620 0.86059
H 3.10779 0.74616 -1.09540
H 2.80123 3.62708 -1.43325
H 2.68602 2.39208 -2.67385
```

**Max |F|**: 5.22 eV Å⁻¹
**Gap between HOMO and LUMO**: 8.730 eV
**Total charge**: 0
**Relative energy (zero: lowest compared OMol25 entry of this formula, charge and spin)**: 380.3 kJ/mol

# C20H30BeCaCl5FI2KN3O11P

C20H30BeCaCl5FI2KN3O11P as an isolated structure in a non-equilibrium geometry (wB97M-V/def2-TZVPD, the OMol25 dataset).

Structure (XYZ):
```
76
Properties=species:S:1:pos:R:3
C 5.07741 -2.90056 0.71318
C 4.98707 -1.23120 0.67558
N 4.06553 -0.70893 -0.39899
C 3.11142 0.35458 0.09047
C 1.91758 -0.12606 1.10155
C 0.80842 0.94516 1.64193
C 0.80129 2.53164 1.24715
P -0.56113 3.62468 1.99320
O -1.99418 3.31993 1.31976
O -0.26371 5.33528 1.99301
O -0.73587 3.17232 3.70288
C 2.00820 3.03315 0.20670
C 1.94642 4.62676 -0.22482
C 0.53297 4.86170 -1.08806
O 0.26512 6.16502 -1.37411
C 3.16352 1.96377 -0.36580
C 4.36691 2.45311 -1.41986
I 6.39798 1.91878 -0.66115
C 4.11212 1.92785 -2.96761
C 2.68375 1.13875 -3.18260
I 5.84679 0.77777 -3.77494
C -0.15087 -0.01129 2.54874
O -1.23028 0.20476 3.30116
N 0.19096 -1.51609 2.51779
C -0.90682 -2.43423 2.01704
C -1.07796 -2.48371 0.38708
C -1.74030 -1.13713 -0.28273
O -1.68861 -1.27218 -1.77660
C 1.48817 -1.56502 1.74322
O 2.01359 -2.78976 1.69278
H 4.56367 -3.34063 1.69598
H 4.51708 -3.33447 -0.24522
H 6.18648 -3.29232 0.73886
H 4.66953 -0.82688 1.75215
H 6.12190 -0.88453 0.55234
H 4.55456 -0.45506 -1.28253
H 0.35120 5.52603 2.77803
H 0.16760 2.79399 3.96651
H 2.80071 4.97339 -0.94199
H 2.01054 5.34003 0.72554
H -0.18678 3.98547 -1.40705
H 4.42074 3.64282 -1.50407
H 4.05841 2.88432 -3.68001
H 2.63761 0.07330 -2.68245
H 1.77303 1.81904 -2.83459
H 2.53472 0.97978 -4.35081
H -0.61053 -3.54007 2.35238
H -1.95119 -2.23099 2.55690
H -0.10517 -2.75624 -0.20762
H -1.84779 -3.36870 0.16420
H -2.89932 -1.03538 -0.03461
H -1.18206 -0.13784 -0.03984
H -1.69008 -0.30208 -2.07864
Be -2.49932 -4.63590 1.11085
Cl -2.79932 5.54188 1.50529
O -2.92425 -6.70391 -0.39619
H -3.27440 -7.07415 -1.18596
Cl -4.37440 6.43063 0.16017
C -2.51803 1.61414 -4.55376
N -1.05348 1.65619 -4.29478
O -0.69022 1.85082 -3.12887
O -0.30995 1.49258 -5.26911
H -3.04796 1.77206 -3.61205
H -2.74984 2.40973 -5.26488
H -2.75132 0.63095 -4.96744
O -2.79615 4.81480 -4.59458
H -2.01035 5.10510 -4.10761
H -3.51670 5.33409 -4.20710
Ca -3.07440 -6.85799 2.58367
C -7.05475 -8.96076 4.54847
Cl -6.11555 -7.72855 3.68881
Cl -7.88412 -10.02467 3.39961
Cl -6.00815 -9.90244 5.62434
H -7.80943 -8.45613 5.15712
F -6.28412 -11.46612 7.22530
K -4.78412 6.46588 3.20930
```

**Max |F|**: 8.77 eV Å⁻¹
**Gap between HOMO and LUMO**: 1.012 eV
**Total charge**: +1

# C20H30ClIrO2

C20H30ClIrO2 as an isolated structure in a non-equilibrium geometry (wB97M-V/def2-TZVPD, the OMol25 dataset).

Structure (XYZ):
```
54
Properties=species:S:1:pos:R:3
O 1.65065 1.70037 -2.13901
C 1.00382 2.11549 -3.37433
C 2.18623 2.95926 -3.82373
H 0.11579 2.71372 -3.14826
H 0.76198 1.23836 -3.98644
C 2.75790 2.58749 -2.43090
H 1.93583 4.01132 -3.96143
H 2.72518 2.52079 -4.66578
C 2.80378 3.76084 -1.47508
H 1.85711 4.31147 -1.49269
H 3.60451 4.44182 -1.79154
H 3.02197 3.41848 -0.45514
C 4.06761 1.83538 -2.43976
H 4.01013 0.97399 -3.10904
H 4.31259 1.51375 -1.42148
H 4.85973 2.50523 -2.79326
Ir -1.65268 -1.75992 2.27203
C -0.78370 -4.31779 2.54716
C -1.91670 -3.73068 1.86888
C -1.37050 -3.02568 0.66518
H -2.95730 -4.01487 1.98176
C 0.05987 -3.24985 0.68886
C 0.37912 -4.06202 1.79223
H 1.35924 -4.48890 1.99523
H -0.86148 -4.88513 3.47027
H -1.98269 -2.74337 -0.18752
H 0.73974 -2.89362 -0.07874
C -1.54419 -1.21083 4.49280
C -0.24216 -1.55598 3.99794
C 0.09177 -0.63797 2.94001
H 0.38259 -2.36938 4.36235
C -1.01969 0.28902 2.80615
C -2.02435 -0.08235 3.75691
H -2.98166 0.41610 3.89347
H -2.08636 -1.72628 5.28090
H 0.98644 -0.65925 2.32194
H -1.08452 1.12742 2.12299
O -0.40551 2.06399 -0.71778
C 0.27742 0.85002 -0.32758
C 0.11125 -0.24932 -1.36997
H -0.26624 0.49941 0.56584
H 1.30474 1.04237 -0.01027
C -1.17316 0.19450 -2.08541
H -0.03329 -1.21174 -0.86492
H 0.95780 -0.33551 -2.05115
C -1.48009 1.62258 -1.57285
H -1.99295 -0.46828 -1.76661
H -1.09402 0.14182 -3.18460
H -2.39873 1.57466 -0.97339
H -1.63407 2.34748 -2.38132
Cl -3.72076 0.01841 0.80382
C -3.52143 -1.49072 1.74003
H -3.93308 -2.27109 1.09922
H -4.16345 -1.35498 2.61402
```

**Max |F|**: 4.51 eV Å⁻¹
**Gap between HOMO and LUMO (spin up / spin down)**: 4.507 / 7.052 eV
**Total charge**: 0
**<S²>**: 6.0234
**Relative energy (zero: lowest compared OMol25 entry of this formula, charge and spin)**: 37.1 kJ/mol
**Multiplicity**: 5

# C20H30ClN3O3

One molecule with the formula C20H30ClN3O3 (wB97M-V/def2-TZVPD, the OMol25 dataset).

Structure (XYZ):
```
57
Properties=species:S:1:pos:R:3
C -3.10586 1.32590 3.81320
H -4.19711 1.41321 3.80410
O -2.65804 0.35367 2.89983
C -2.84815 0.58055 1.56523
C -3.59929 1.61329 1.03196
C -3.76139 1.73070 -0.34122
C -3.16481 0.80885 -1.17791
C -2.38911 -0.22385 -0.67183
C -2.22406 -0.33991 0.69769
N -1.47248 -1.35046 1.29623
C -0.44041 -2.04915 0.75976
O -0.13047 -2.03700 -0.41476
C 0.32032 -2.88865 1.79374
N 1.11679 -2.14338 2.75127
C 0.39200 -1.56561 3.87030
H 1.09157 -1.42442 4.69423
H -0.07534 -0.60183 3.64692
H -0.36631 -2.27542 4.19987
C 2.09106 -1.27163 2.10896
C 3.11686 -0.74145 3.11287
H 2.67241 0.02280 3.74440
H 3.48221 -1.55585 3.73312
H 3.95476 -0.29946 2.57896
C 1.47328 -0.06835 1.37399
O 0.61447 0.64216 1.86760
N 2.00636 0.16604 0.16252
H 2.65171 -0.49978 -0.23100
C 1.50908 1.18397 -0.73583
H 0.63833 1.62756 -0.24608
H 2.27265 1.96139 -0.86444
C 1.11775 0.59804 -2.09561
C 0.27699 1.60263 -2.88299
C -0.13306 1.02290 -4.23305
C 1.09642 0.63016 -5.04447
C 1.94093 -0.37102 -4.26382
C 2.35135 0.21397 -2.91561
H 2.95629 -0.51944 -2.37649
H 2.96824 1.10248 -3.07792
H 2.83072 -0.63917 -4.83836
H 1.36115 -1.28112 -4.09646
H 0.79121 0.19643 -5.99898
H 1.69276 1.52102 -5.25704
H -0.72898 1.75373 -4.78340
H -0.75406 0.14027 -4.07062
H -0.61250 1.86709 -2.30853
H 0.85828 2.51543 -3.03938
H 0.52177 -0.30103 -1.91198
H 2.61181 -1.90176 1.37696
H 0.99786 -3.54410 1.23499
H -0.38623 -3.51446 2.34473
H -1.54995 -1.33931 2.30473
H -1.91275 -0.93135 -1.32859
Cl -3.40375 0.93071 -2.88571
H -4.35391 2.53392 -0.74865
H -4.07198 2.33951 1.67306
H -2.78122 0.97969 4.79339
H -2.65618 2.30087 3.60612
```

**SMILES**: COc1ccc(Cl)cc1NC(=O)CN(C)[C@H](C)C(=O)NCC1CCCCC1
**Max |F|**: 0.55 eV Å⁻¹
**Gap between HOMO and LUMO**: 8.863 eV
**Total charge**: 0
**Relative energy (zero: lowest compared OMol25 entry of this formula, charge and spin)**: 69.3 kJ/mol

- total charge of number 6 (C20H30ClIrO2)?
  0